No. 1
Here is 10 unconnected molecules or ions with the total composition C26H46Cl14O9 in a non-equilibrium geometry from the Open Molecules 2025 dataset. Energies are from ωB97M-V/def2-TZVPD.

Values from the calculation:
ΔE to the lowest compared entry with this formula, charge and spin: 108.8 kcal per mole
SMILES: C[C@H]1COC(=O)O1.C[C@H]1COC(=O)O1.C[C@H]1COC(=O)O1.ClCCCl.ClCCCl.ClCCCl.ClCCCl.ClCCCl.ClCCCl.ClCCCl
largest force on an atom: 5.39 eV/A
net charge: 0
HOMO-LUMO gap: 10.75 eV

Positions of all 95 atoms, in Å:
C  -8.3967  2.8104  -6.3090
C  -8.4050  1.5601  -7.2402
C  -7.6086  0.4749  -6.5069
O  -8.4876  -0.5521  -6.5706
C  -9.6047  -0.2383  -7.2444
O  -10.4767  -1.0636  -7.5285
O  -9.6754  1.0620  -7.3169
H  -8.5001  2.7243  -5.2273
H  -9.2558  3.3310  -6.7320
H  -7.4505  3.2719  -6.5917
H  -8.0685  1.8097  -8.2464
H  -7.4227  0.7781  -5.4766
H  -6.7276  0.0183  -6.9578
C  2.8702  -1.2345  0.9801
C  1.4563  -0.6778  1.0597
C  1.1836  0.8055  0.7632
O  0.4557  0.7146  -0.5252
C  0.0773  -0.5741  -0.7559
O  -0.8585  -0.9654  -1.5031
O  0.8200  -1.3019  0.0612
H  2.8468  -2.3138  1.1309
H  3.4720  -0.8347  1.7962
H  3.4071  -0.8958  0.0941
H  1.1367  -0.8221  2.0918
H  2.1331  1.3364  0.6946
H  0.5393  1.2195  1.5389
C  -2.7737  2.8039  11.5391
C  -2.2584  1.5089  10.7890
C  -2.5619  1.6120  9.3283
O  -1.2634  1.5893  8.7597
C  -0.2843  1.5093  9.7301
O  0.9295  1.5201  9.5397
O  -0.8616  1.3985  10.8777
H  -2.2806  3.6855  11.1296
H  -2.5914  2.7734  12.6133
H  -3.8198  3.1059  11.4881
H  -2.8421  0.6672  11.1617
H  -3.0311  2.5794  9.1491
H  -3.1379  0.8236  8.8438
Cl  1.7717  7.6220  3.1545
C  1.9615  8.1617  4.8990
C  2.3335  7.0985  5.8770
Cl  3.7667  6.1782  5.3129
H  1.0648  8.7217  5.1643
H  2.7560  8.9052  4.9628
H  1.4873  6.4274  6.0239
H  2.4456  7.4171  6.9134
Cl  7.7963  7.9371  -4.7205
C  6.2077  8.1868  -3.9772
C  5.3719  6.9430  -3.8983
Cl  6.0321  5.6535  -2.7001
H  5.6692  8.9751  -4.5033
H  6.4039  8.4358  -2.9343
H  4.8747  6.5593  -4.7891
H  4.4623  7.2117  -3.3611
Cl  -8.8222  -3.3831  1.2895
C  -9.0794  -1.8386  0.4774
C  -9.9546  -0.9080  1.4069
Cl  -9.8592  0.8513  0.8856
H  -9.7081  -2.0246  -0.3933
H  -8.0938  -1.4493  0.2221
H  -9.5440  -0.9035  2.4166
H  -10.9887  -1.2499  1.3630
Cl  -6.8215  -7.2430  -4.7773
C  -5.0470  -7.1765  -5.0558
C  -4.4798  -8.3257  -5.8711
Cl  -4.9107  -8.2506  -7.5709
H  -4.4515  -7.1453  -4.1433
H  -4.9288  -6.2637  -5.6397
H  -4.8164  -9.2641  -5.4303
H  -3.4007  -8.2253  -5.7539
Cl  8.0255  -2.4076  -5.9936
C  6.4245  -2.3156  -6.7317
C  6.2885  -3.4765  -7.7149
Cl  4.6774  -3.6383  -8.4447
H  6.3826  -1.3179  -7.1686
H  5.7506  -2.3823  -5.8776
H  6.4333  -4.3810  -7.1242
H  6.9939  -3.5517  -8.5425
Cl  10.6027  0.3903  5.2875
C  10.2710  0.9731  3.6081
C  10.5797  2.4732  3.3974
Cl  12.3774  2.7112  3.2346
H  9.1969  0.7934  3.6530
H  10.7535  0.3966  2.8189
H  10.5228  3.1442  4.2545
H  10.1037  3.0178  2.5819
Cl  4.8011  -11.1760  -0.3098
C  4.5929  -9.5512  0.4693
C  3.4716  -8.8772  -0.3178
Cl  3.9528  -8.4039  -1.9628
H  5.4982  -8.9798  0.2643
H  4.4093  -9.6572  1.5384
H  3.1479  -7.9658  0.1849
H  2.5602  -9.4715  -0.3813

Mulliken population analysis, charges in e, atoms 1 to 5: number 1, C, carries -1.371; number 2, C, carries 0.422; number 3, C, carries -0.390; number 4, O, carries -0.326; number 5, C, carries 0.672



No. 2
Here is a molecular structure, C26H46ClF3N2O7STb in a non-equilibrium geometry from the Open Molecules 2025 dataset. Energies are from ωB97M-V/def2-TZVPD.

Values from the calculation:
largest force on an atom: 2.98 eV/A
spin multiplicity: 7
net charge: +3
<S²>: 13.022
HOMO-LUMO gap (alpha / beta): 4.25 / 3.59 eV

Positions of all 87 atoms, in Å:
C  5.2161  -2.9014  2.1380
C  4.3401  -2.1962  1.6986
C  3.1532  -1.5236  1.1361
C  3.6192  -0.2289  0.4238
C  2.6881  0.4367  -0.6431
C  1.7271  -0.4651  -1.4279
C  2.4258  -1.7178  -2.0989
C  3.9168  -1.5702  -2.4923
C  4.8303  -2.5294  -1.6510
O  5.2982  -3.5824  -2.5064
O  0.6392  -1.0445  -0.7327
C  -0.2841  -0.2246  -0.0690
N  0.0772  -0.1694  1.3460
O  -0.5258  1.0200  -0.6355
C  -0.2141  2.2136  0.0448
C  -1.3847  2.9035  0.8430
C  -1.0592  2.8919  2.3515
C  -1.3964  4.4580  0.4308
C  -0.1319  5.2333  0.8716
C  0.2357  6.1821  -0.3050
C  -0.5288  6.1824  2.0632
C  -1.7063  -1.0751  -0.1173
C  -2.7667  -0.3344  -0.9686
C  -4.0566  -1.1492  -1.1806
F  -4.4737  -1.8086  -0.0394
C  -1.5407  -2.4744  -0.7788
C  -1.3367  -2.5358  -2.3135
O  -1.3908  -3.9411  -2.6152
C  -2.6424  -4.2939  -3.0989
O  -3.3408  -5.0577  -2.5164
N  -2.1608  -1.2626  1.2722
Cl  -3.1195  -0.1315  1.9933
C  -1.9817  -2.5225  1.9493
C  -2.2293  -2.4828  3.4872
C  -3.6776  -2.8016  3.8551
F  -1.4671  -3.5283  3.9674
S  1.2183  0.5706  -2.9378
O  2.0477  0.3441  -4.0554
O  1.2672  1.9423  -2.5207
F  -0.3518  0.3001  -3.2294
H  5.9792  -3.2961  2.7714
H  2.5598  -1.2587  2.0258
H  2.5368  -2.2027  0.5462
H  4.5959  -0.3797  -0.0401
H  3.7965  0.5204  1.2040
H  3.3342  0.9187  -1.3824
H  2.1698  1.2745  -0.1655
H  2.2423  -2.6148  -1.5005
H  1.8608  -1.8900  -3.0262
H  4.0167  -1.9596  -3.5098
H  4.3034  -0.5496  -2.5242
H  5.7317  -2.0162  -1.3100
H  4.2690  -3.0173  -0.8501
H  4.7043  -4.3279  -2.3799
H  0.9638  0.3249  1.4462
H  0.3397  -1.1182  1.6060
H  0.0453  2.9459  -0.7385
H  0.6490  2.2140  0.7103
H  -2.3824  2.5035  0.5754
H  -1.1887  1.9220  2.8321
H  -1.6760  3.6596  2.8383
H  -0.0292  3.2035  2.5484
H  -2.3692  4.8828  0.8221
H  -1.3680  4.4677  -0.7139
H  0.6944  4.5858  1.1594
H  1.1758  6.7011  -0.1110
H  -0.5303  6.9730  -0.3632
H  0.2215  5.6712  -1.2804
H  -1.6162  6.2940  2.1514
H  -0.1418  5.8214  3.0182
H  -0.1522  7.1887  1.8671
H  -3.0658  0.6352  -0.5490
H  -2.3752  -0.1066  -1.9657
H  -4.0212  -1.8691  -2.0009
H  -4.8509  -0.4348  -1.4413
H  -2.4265  -3.1003  -0.6051
H  -0.7159  -3.0613  -0.3651
H  -0.3307  -2.2336  -2.5984
H  -2.1152  -2.0569  -2.9156
H  -2.9441  -3.8581  -4.0726
H  -0.9513  -2.8920  1.8415
H  -2.6196  -3.3422  1.5768
H  -1.8360  -1.5712  3.9505
H  -4.4029  -2.3867  3.1473
H  -3.9139  -2.5470  4.8897
H  -3.7825  -3.8924  3.7867
Tb  -3.0758  4.2251  -1.6562

Mulliken population analysis, charges in e, atoms 1 to 5: number 1, C, carries -0.096; number 2, C, carries -1.623; number 3, C, carries 1.035; number 4, C, carries -1.388; number 5, C, carries -1.145



No. 3
Here is a molecular structure, C26H46ClLaO2P in a non-equilibrium geometry from the Open Molecules 2025 dataset. Energies are from ωB97M-V/def2-TZVPD.

Values from the calculation:
ΔE to the lowest compared entry with this formula, charge and spin: 0.0 kcal per mole
largest force on an atom: 6.03 eV/A
net charge: -1
HOMO-LUMO gap: 4.79 eV

Positions of all 77 atoms, in Å:
La  -1.0028  0.2012  -0.9612
P  0.2979  -2.3019  0.2827
Cl  -3.5305  0.5606  -0.2358
C  -0.4802  1.1554  0.9714
H  -1.2957  1.6094  1.5391
H  0.3614  0.8163  1.5922
C  0.2072  -3.1772  -1.4026
C  -0.8428  -3.1977  1.4611
C  -1.2340  -3.2974  -1.9349
H  0.7374  -2.4570  -2.0535
C  -1.2132  -3.7195  -3.4102
H  -1.7791  -4.0538  -1.3519
H  -1.8206  -2.3620  -1.8352
C  -0.4035  -4.9971  -3.6494
H  -2.2436  -3.8591  -3.7587
H  -0.7831  -2.8966  -3.9961
C  0.9771  -4.9658  -2.9826
H  -0.9692  -5.8557  -3.2640
H  -0.2838  -5.1576  -4.7270
C  0.9191  -4.5227  -1.5146
H  1.4464  -5.9550  -3.0389
H  1.6263  -4.2693  -3.5323
H  0.3699  -5.2731  -0.9270
H  1.9366  -4.4739  -1.1056
C  2.0300  -2.5123  0.9372
C  -1.0145  -4.7018  1.2314
H  -0.3536  -3.0602  2.4442
C  -1.9128  -5.3251  2.3106
H  -1.4682  -4.8779  0.2469
H  -0.0432  -5.2185  1.2292
C  -3.2558  -4.6009  2.4659
H  -2.0802  -6.3817  2.0693
H  -1.3734  -5.2956  3.2676
C  -3.0963  -3.0823  2.6049
H  -3.8855  -4.8163  1.5917
H  -3.7836  -4.9974  3.3397
C  -2.2117  -2.4860  1.5040
H  -4.0772  -2.5958  2.5863
H  -2.6418  -2.8607  3.5800
H  -2.7188  -2.5963  0.5298
H  -2.0914  -1.4038  1.6702
C  3.0889  -2.1269  -0.1138
H  2.0570  -1.7455  1.7359
C  4.5036  -2.1590  0.4827
H  3.0408  -2.8181  -0.9690
H  2.8831  -1.1244  -0.5173
C  4.8278  -3.4810  1.1874
H  5.2350  -1.9744  -0.3123
H  4.5989  -1.3363  1.2038
C  3.7454  -3.9100  2.1844
H  4.9569  -4.2695  0.4341
H  5.7862  -3.3911  1.7117
C  2.3255  -3.8656  1.6007
H  3.9511  -4.9247  2.5458
H  3.7772  -3.2463  3.0590
H  2.2098  -4.6805  0.8694
H  1.6054  -4.0629  2.4076
C  1.1273  1.5196  -0.9008
C  0.0710  2.1607  -0.2088
H  1.5753  0.6075  -0.4796
C  0.4925  3.5754  0.3533
H  -0.8077  2.4609  -0.8744
C  1.2606  4.3960  -0.6810
H  -0.4171  4.0907  0.6709
H  1.1080  3.3655  1.2350
C  2.3997  3.6295  -1.3598
H  0.5669  4.7383  -1.4597
H  1.6587  5.2922  -0.1977
C  1.9100  2.2758  -1.9010
H  2.8400  4.2326  -2.1609
H  3.1962  3.4434  -0.6274
H  1.2775  2.4583  -2.7883
H  2.7483  1.6702  -2.2611
O  -1.3687  0.8308  -3.3842
C  -0.4216  0.1021  -3.8405
O  0.3514  -0.5761  -3.0867
H  -0.2696  0.0599  -4.9339

Mulliken population analysis, charges in e, atoms 1 to 5: number 1, La, carries 0.738; number 2, P, carries 0.037; number 3, Cl, carries -0.694; number 4, C, carries -1.355; number 5, H, carries 0.562